{"formula": "C12H26BINO9S", "method": "ωB97M-V/def2-TZVPD", "symbols": ["O", "B", "O", "C", "C", "N", "I", "C", "S", "C", "O", "H", "H", "H", "H", "H", "H", "H", "H", "H", "H", "C", "C", "O", "C", "O", "O", "C", "H", "H", "H", "H", "H", "H", "H", "H", "C", "C", "O", "C", "O", "O", "C", "H", "H", "H", "H", "H", "H", "H", "H"], "positions_angstrom": [[4.80040, 0.68201, 1.52043], [4.29316, -0.32488, 0.52677], [5.22951, -0.92224, -0.46027], [2.66967, -0.67141, 0.62331], [1.81706, 0.64704, 0.14349], [0.34783, 0.42051, 0.40345], [-0.00491, 1.22736, 2.31426], [-0.09365, -1.01726, 0.49112], [-0.54857, -1.48719, 2.28736], [0.88377, -2.12306, -0.20471], [2.30475, -1.76487, -0.29049], [4.39089, 0.38828, 2.40924], [5.02781, -1.90081, -0.60795], [2.41183, -1.01765, 1.71762], [1.93997, 0.90559, -1.01269], [2.18275, 1.56930, 0.77437], [-0.28710, 0.98616, -0.22987], [-1.13618, -1.07861, -0.08955], [0.28031, -2.57936, 2.59919], [0.83097, -3.09714, 0.48360], [0.43823, -2.48239, -1.25255], [-7.82060, -3.25150, 4.56877], [-6.37897, -3.71640, 4.66915], [-5.53138, -2.92304, 3.82879], [-5.17767, -1.71265, 4.32748], [-5.50750, -1.25776, 5.41242], [-4.41300, -1.08207, 3.40188], [-4.03564, 0.24272, 3.76920], [-8.14601, -3.22809, 3.52361], [-8.48239, -3.91710, 5.13196], [-7.93858, -2.23656, 4.96054], [-6.30367, -4.74841, 4.31200], [-6.02173, -3.70720, 5.70554], [-3.56434, 0.26335, 4.75713], [-4.91100, 0.89913, 3.74454], [-3.31014, 0.60500, 3.03551], [2.89909, 4.88799, -6.35413], [3.32936, 3.53165, -6.88300], [4.12752, 2.84024, -5.91402], [3.44158, 2.23446, -4.91334], [2.22730, 2.22284, -4.77842], [4.33898, 1.66310, -4.07233], [3.75028, 1.05486, -2.92521], [3.76762, 5.46364, -6.01785], [2.37404, 5.45678, -7.12805], [2.23362, 4.78483, -5.49157], [3.95564, 3.66894, -7.77025], [2.46902, 2.92391, -7.18677], [2.96315, 0.34862, -3.20843], [3.35554, 1.82616, -2.25660], [4.53139, 0.50317, -2.39474]], "forces_ev_per_a": [[-2.2, -3.5, -0.8], [2.6, 0.3, 0.1], [-2.9, 0.0, 2.8], [-0.8, 0.0, -0.6], [2.2, 0.6, -0.5], [-0.4, 0.3, 0.6], [0.0, 3.2, 0.5], [-1.9, -2.7, -1.2], [0.5, -2.4, -1.2], [-0.2, -1.9, 0.5], [-1.4, 1.0, 0.6], [0.9, 1.0, -1.9], [0.1, 2.0, 0.0], [0.3, 1.0, -1.8], [-0.1, -0.9, 2.5], [-0.8, -1.8, -1.4], [1.1, -0.9, 0.7], [2.3, 0.2, 1.4], [-0.6, 1.0, -0.8], [0.0, 2.1, -1.5], [1.3, 1.2, 2.1], [-0.1, 0.3, 0.0], [-0.6, -0.4, 0.5], [0.8, 1.1, 0.2], [-0.8, -0.2, 0.7], [0.7, -0.6, -1.7], [-0.2, -0.4, 0.4], [0.0, 0.4, 0.2], [0.1, -0.2, 0.1], [0.1, 0.1, -0.1], [0.1, -0.2, 0.1], [0.2, 0.3, -0.2], [0.0, 0.2, -0.2], [-0.3, 0.0, -0.1], [0.2, -0.1, 0.2], [-0.2, -0.3, -0.1], [-0.1, 0.1, 0.3], [-0.5, 0.5, -0.5], [-0.4, -1.0, 1.1], [-0.3, 0.5, -0.5], [1.6, -0.1, 0.0], [-0.7, 0.2, -0.4], [0.1, -0.3, 0.2], [-0.1, -0.1, -0.2], [0.1, -0.1, 0.1], [0.0, -0.1, -0.2], [0.1, -0.2, 0.3], [0.2, 0.0, 0.3], [0.0, 0.2, 0.0], [-0.1, 0.0, -0.1], [0.0, 0.2, -0.3]], "e_homo_ev": -12.7, "charge": 1, "orbital_gap_ev": 7.11, "lumo_ev": -5.624}